Here is a molecular structure, C46H51F9N2O2P2ReSi at a distorted geometry from the Open Molecules 2025 dataset. Energies are from the ωB97M-V functional and the def2-TZVPD basis.

Summary:
ΔE to the lowest compared entry with this formula, charge and spin	4.579	eV
HOMO level (alpha / beta)	-5.11 / -5.93	eV
2S+1	4
electronic energy	-3992.549033	hartree
orbital gap (alpha / beta)	4.31 / 5.14	eV
<S²>	3.767

Structure (XYZ):
```
114
Properties=species:S:1:pos:R:3:forces:R:3
Re -10.578115 16.726349 17.380000 -3.09 -0.37 -1.13
N -11.749136 14.706174 16.915130 1.10 -0.13 -2.01
C -11.369734 13.700320 17.867478 0.33 -1.67 1.79
C -10.249516 14.274099 18.767914 2.44 0.38 -0.12
O -9.198283 13.647406 19.042525 -2.29 0.18 -0.02
O -10.338405 15.548484 18.994419 -0.02 -1.42 1.17
H -12.736106 14.875162 16.932582 -0.35 0.04 -0.05
H -11.512772 14.336582 15.977126 -0.34 0.64 0.58
H -10.935392 12.747370 17.450474 -0.84 1.12 0.11
H -12.283436 13.453562 18.447373 0.80 -0.14 0.09
C -9.687398 18.283634 18.442881 0.73 0.96 0.11
Si -10.453769 18.938847 20.051755 1.77 0.64 -0.45
C -9.178783 19.628290 21.381248 -1.46 -0.33 -0.04
N -8.742867 18.763638 22.420126 0.33 -1.04 0.48
C -7.466860 18.129168 22.358071 0.89 1.14 0.13
C -6.787918 18.043651 23.771303 0.94 0.54 0.12
C -7.657376 17.213916 24.764132 0.99 0.34 0.44
C -9.053260 17.090656 24.212078 -0.87 0.46 -0.40
C -9.514474 18.463892 23.630694 0.35 0.45 -1.17
C -11.228175 20.563361 19.629541 -0.42 1.80 -0.16
C -11.007262 21.145318 18.370810 -0.66 -0.36 -0.65
C -11.824338 22.181687 17.878255 0.80 0.01 0.58
C -12.643559 22.830962 18.769314 -0.83 0.39 -0.45
C -12.673074 22.447797 20.109368 -0.50 0.43 -1.16
C -12.008613 21.358333 20.535978 1.39 -2.10 0.11
C -11.592645 17.855928 21.011698 -0.54 0.57 0.17
C -12.857930 18.296338 21.439645 -0.84 -1.14 0.53
C -13.605386 17.499449 22.342785 1.55 -0.44 0.63
C -12.995574 16.317553 22.872837 0.62 -0.04 -1.13
C -11.743386 15.838873 22.363021 -1.00 0.81 0.79
C -11.053697 16.669219 21.511977 1.29 -0.83 -0.93
H -8.664141 17.944936 18.637742 0.31 -0.33 0.55
H -9.452041 19.130574 17.758881 -0.39 -0.16 0.56
H -9.735511 20.477411 21.841082 0.46 -0.08 -0.33
H -8.316228 19.987485 20.833647 0.25 0.45 -0.09
H -6.803360 18.684181 21.653411 -0.31 0.06 0.59
H -7.533102 17.170537 21.854921 0.15 -0.99 0.26
H -6.575966 19.049688 24.258292 -0.29 -0.88 -1.17
H -5.779152 17.546287 23.603242 -1.10 0.59 0.41
H -7.649588 17.524503 25.862653 0.10 0.17 -1.57
H -7.120625 16.289423 24.744804 -0.26 -1.16 0.36
H -9.769805 16.885894 24.984452 -0.31 -0.48 0.56
H -9.097735 16.242454 23.490633 -0.18 0.89 0.22
H -9.177568 19.286123 24.309887 -1.03 -0.59 0.47
H -10.622080 18.507960 23.377358 1.32 -0.04 0.65
H -10.259376 20.738839 17.682190 -0.54 -0.11 0.28
H -11.791069 22.488007 16.833202 0.17 -0.04 0.24
H -13.320063 23.603964 18.392431 0.25 -0.13 0.30
H -13.356340 22.877677 20.777344 -0.69 1.06 0.83
H -12.071714 21.092532 21.601537 -0.08 -0.14 -0.56
H -13.357890 19.232674 21.136973 0.71 -0.54 -0.18
H -14.552696 17.912189 22.714589 0.38 -0.55 -0.05
H -13.406746 15.708691 23.663735 -0.64 0.16 0.00
H -11.239969 14.899415 22.670047 -0.76 0.68 0.12
H -10.028686 16.311507 21.182158 -1.38 0.73 0.30
F -6.717632 17.369018 9.098114 1.43 -0.07 1.18
C -5.779694 17.261598 10.109592 -0.69 1.47 0.41
F -4.781986 16.442928 9.650616 -1.38 1.12 0.78
F -5.241727 18.537991 10.353484 -0.56 -1.98 -1.10
C -6.425929 16.826629 11.454548 0.26 -1.96 -0.85
C -6.499393 17.638207 12.559098 0.50 0.94 0.94
C -6.757949 17.063999 13.822623 0.01 0.12 -0.36
C -7.118672 15.723392 13.996710 1.77 -0.25 -2.46
C -6.889283 14.871717 12.860867 -1.32 0.84 1.04
C -6.705871 15.430379 11.620524 0.94 1.42 -0.17
P -7.778111 15.299711 15.580209 -0.06 -0.16 0.61
C -6.322741 15.258125 16.639467 2.28 0.40 1.69
C -4.972177 15.240684 16.122633 -1.59 0.01 -0.21
C -3.839169 15.456485 16.907873 -0.86 -0.32 -0.33
C -3.956277 15.365538 18.262939 -2.39 1.00 0.07
C -5.267494 15.385677 18.847879 2.14 -0.66 0.38
C -6.407010 15.370545 18.072506 0.02 0.21 -0.44
C -2.800019 15.441615 19.149906 0.76 -0.28 2.69
F -1.679460 14.845171 18.680021 -0.81 0.73 0.23
F -2.489648 16.729020 19.538856 -0.12 -1.48 -0.58
F -3.156260 14.757704 20.325604 1.02 0.87 -1.16
C -8.406991 13.606989 15.582938 -0.02 -0.75 -0.53
C -8.227870 12.795475 16.688600 0.69 -0.10 0.95
C -8.908956 11.565429 16.799114 0.08 -0.30 -0.30
C -9.759016 11.119778 15.805169 0.39 1.16 -1.02
C -9.918849 11.959461 14.630794 0.06 -2.24 0.40
C -9.158743 13.081042 14.503111 -0.52 1.26 0.69
C -10.496003 9.808944 15.944524 -0.97 -0.50 0.57
F -10.869891 9.372672 14.694727 -0.01 0.20 1.94
F -9.796982 8.766405 16.559771 -1.28 2.10 -1.08
F -11.654606 10.061180 16.755831 2.02 -1.00 -1.79
H -6.322285 18.742452 12.535789 0.17 -1.28 -0.18
H -6.492566 17.655174 14.697809 -0.86 0.22 -0.08
H -6.897273 13.798053 12.971529 -0.41 -0.12 -0.03
H -6.694677 14.812622 10.750012 0.35 -0.44 -0.39
H -4.746801 14.999155 15.085654 -0.51 0.57 -0.09
H -2.929819 15.749605 16.428268 0.63 -0.54 -0.22
H -5.240789 15.357698 19.959896 -0.72 0.15 -1.05
H -7.316986 15.442415 18.660355 -0.44 -0.10 -0.61
H -7.532194 13.086772 17.513393 -0.95 -0.26 -0.87
H -8.787373 10.936229 17.672749 0.19 0.21 0.06
H -10.517404 11.647585 13.758645 0.26 -0.02 0.75
H -9.260634 13.641514 13.592585 0.00 0.29 -0.25
C -8.963842 16.578348 15.963927 1.32 -0.24 -0.25
H -9.487768 16.898626 15.042459 0.62 -0.34 0.04
H -8.250172 17.365330 16.271028 -0.26 0.11 -0.18
C -13.737058 18.489038 17.483994 0.05 0.34 -0.05
P -12.458453 17.715262 16.336415 0.49 1.78 0.35
C -12.258769 19.215038 15.137618 -1.37 0.92 0.07
C -13.486546 16.689889 15.201414 -0.47 -1.46 -0.17
H -14.562314 18.975161 16.942231 0.51 0.41 -0.07
H -13.174204 19.168578 18.172371 -0.44 -0.16 -0.90
H -14.283380 17.853089 18.170250 0.34 -0.90 0.03
H -12.927708 19.084163 14.255438 -0.04 0.06 0.77
H -11.316525 19.294603 14.641708 1.13 -0.25 0.17
H -12.472188 20.270105 15.555602 0.22 -1.88 -0.18
H -14.118272 17.358080 14.634929 -0.40 0.06 -0.13
H -14.144797 15.966517 15.741614 0.30 0.69 -0.13
H -12.963296 16.030637 14.456925 0.09 0.88 0.70
```
Positions in Å, forces in eV/Å.